No. 1
{
  "formula": "C19H32BaFO15V2",
  "method": "ωB97M-V with the def2-TZVPD basis set",
  "species": ["Ba", "V", "V", "F", "C", "C", "C", "O", "C", "C", "C", "O", "O", "O", "H", "H", "C", "C", "C", "O", "C", "C", "C", "O", "O", "O", "H", "H", "C", "O", "H", "H", "H", "H", "C", "O", "H", "H", "H", "H", "C", "O", "H", "H", "H", "H", "C", "O", "H", "H", "H", "H", "C", "O", "H", "H", "H", "H", "C", "O", "H", "H", "H", "H", "C", "O", "H", "H", "H", "H"],
  "xyz": [[-11.8652, -6.3094, -26.0952], [-13.3215, -2.5862, -17.8997], [-12.3181, -1.7317, -25.1881], [-11.4059, -3.5364, -25.5728], [-10.9914, -2.1801, -21.5001], [-11.4013, -2.0688, -20.1233], [-11.8146, -0.6107, -19.5030], [-12.6905, -0.6199, -18.6316], [-11.3264, 0.5568, -20.2956], [-10.9658, 0.3436, -21.6464], [-10.9136, -1.0555, -22.2675], [-10.7966, -1.2607, -23.5100], [-10.4694, 1.3853, -22.2072], [-11.8265, -2.9476, -19.3336], [-10.8889, -3.1688, -21.9223], [-11.2928, 1.5122, -19.7930], [-14.2268, -3.1336, -21.8373], [-14.3935, -3.9384, -20.6894], [-14.4136, -5.5021, -20.7988], [-14.6184, -6.3078, -19.7785], [-14.0937, -6.0927, -21.9769], [-13.7715, -5.3081, -23.1791], [-13.8356, -3.6628, -23.0628], [-13.5052, -2.9496, -24.0283], [-13.6332, -5.7802, -24.2373], [-14.6649, -3.2380, -19.6456], [-14.3958, -2.0697, -21.7597], [-14.0156, -7.1682, -22.0360], [-16.8784, -5.0625, -25.2599], [-16.8826, -3.7466, -24.6991], [-17.5765, -5.7166, -24.7376], [-17.1104, -5.1503, -26.3213], [-15.9435, -5.6105, -25.1429], [-16.1242, -3.2517, -25.0177], [-15.5959, -9.2459, -23.3998], [-14.9430, -8.5813, -24.5037], [-15.2928, -10.2916, -23.4525], [-15.4677, -8.8720, -22.3840], [-16.6690, -9.3029, -23.5822], [-14.9808, -7.6339, -24.3534], [-15.6552, -4.4808, -16.8901], [-14.7243, -3.5180, -16.5032], [-16.4968, -4.3067, -16.2196], [-16.2078, -4.4177, -17.8275], [-15.2509, -5.4833, -16.7501], [-15.0845, -3.5244, -15.6134], [-16.8730, -0.5385, -22.6943], [-15.7875, 0.3362, -22.8641], [-17.7521, 0.1057, -22.6796], [-17.0172, -1.3812, -23.3704], [-17.0250, -1.0515, -21.7447], [-15.0094, -0.2253, -22.8923], [-16.6256, -8.9254, -18.7222], [-16.6411, -8.4609, -20.0714], [-15.6659, -9.4380, -18.6569], [-16.5831, -8.2242, -17.8888], [-17.5065, -9.5595, -18.6214], [-15.9345, -7.8176, -20.1635], [-11.5374, -9.7024, -24.2534], [-12.0055, -8.3511, -24.0491], [-10.5149, -9.7206, -23.8761], [-12.1333, -10.4886, -23.7898], [-11.5321, -9.8360, -25.3351], [-12.6339, -8.3521, -23.3233], [-12.1773, -5.4600, -16.4166], [-12.7527, -4.8779, -17.6495], [-12.4660, -6.5080, -16.3362], [-11.0917, -5.3616, -16.4233], [-12.6192, -4.9551, -15.5576], [-12.6015, -5.4828, -18.3795]],
  "forces_ev_per_angstrom": [[0.048, 0.432, 0.633], [0.089, -1.748, -0.970], [1.918, -1.691, 1.807], [-0.717, 0.141, -0.520], [-0.573, -0.598, 4.053], [-1.365, 1.395, 0.307], [-0.040, -0.625, -2.401], [1.068, 0.154, -0.276], [-1.216, -1.692, 2.082], [2.401, 3.351, -0.966], [-0.165, -0.194, -1.503], [-1.155, 1.215, -1.444], [-1.465, -3.098, 0.431], [0.691, -0.225, -0.740], [0.056, 0.090, -0.135], [0.071, 0.317, -0.423], [0.297, -1.641, -1.105], [-1.492, 2.509, 1.672], [-0.568, -0.846, 5.132], [0.539, 3.083, -2.734], [0.836, -0.127, -2.341], [-1.580, 4.428, 4.192], [0.211, -1.100, 1.446], [-0.163, 0.065, -1.278], [1.203, -2.160, -4.349], [1.182, -2.524, -0.446], [0.080, 0.002, 0.232], [-0.210, -0.120, 0.056], [-0.028, -0.578, 0.059], [0.080, -0.869, -0.026], [-0.370, 0.547, 0.139], [-0.229, 0.581, -0.084], [0.599, 0.296, 0.149], [-0.049, -0.019, -0.246], [-0.869, -1.093, -0.825], [0.387, 0.246, 0.805], [0.323, 0.117, 0.193], [0.435, 0.345, -0.119], [-0.107, 0.331, 0.048], [-0.311, 0.040, -0.061], [-2.774, -2.130, -0.434], [0.496, 1.326, 0.105], [-0.216, -0.677, 0.290], [1.109, 0.507, -0.565], [-0.074, 0.036, -0.141], [1.286, 1.518, 0.773], [-2.214, -0.010, 0.682], [0.669, -0.822, 0.009], [-0.099, -0.129, -0.618], [0.354, 0.426, -0.901], [1.024, 0.209, 0.813], [0.314, 0.247, 0.006], [0.822, -0.798, -0.379], [-0.448, 0.923, -0.075], [-0.287, -0.852, 0.561], [-0.478, 0.775, -0.411], [0.386, -0.133, 0.187], [0.017, 0.033, 0.134], [0.827, 0.214, -0.440], [-0.131, 0.563, -0.124], [-0.056, -0.402, -0.035], [-0.172, 0.373, 0.018], [0.042, -0.400, 0.060], [-0.174, -0.018, -0.171], [-0.430, -0.027, -0.573], [0.198, 0.191, 1.154], [0.092, 0.015, -0.144], [-0.118, 0.052, 0.026], [0.109, 0.206, -0.232], [0.084, 0.046, -0.018]],
  "homo_lumo_gap_ev": [6.154, 4.495],
  "e_homo_ev": [-16.00, -15.98],
  "charge": 3,
  "lumo_energy_ev": [-9.8, -11.5],
  "e_tot_ev": -105689.4871,
  "multiplicity": 9,
  "s2": 20.106
}

No. 2
{
  "formula": "C3H6ClFS",
  "method": "ωB97M-V with the def2-TZVPD basis set",
  "species": ["C", "C", "C", "H", "H", "H", "H", "H", "H", "F", "S", "Cl"],
  "xyz": [[-0.4098, -1.1175, 0.6093], [0.4878, -0.7016, -0.5383], [0.6515, 0.7972, -0.7462], [-2.6133, -1.2356, -0.3718], [-0.2030, -2.1420, 0.8837], [0.0197, -0.5111, 1.4130], [1.4554, -1.1162, -0.2982], [1.1511, 1.0295, -1.6875], [-0.3303, 1.2566, -0.6762], [0.1458, -1.2900, -1.7540], [-2.0866, -0.4809, 0.6257], [1.6599, 1.6562, 0.6214]],
  "forces_ev_per_angstrom": [[0.735, 1.327, 0.137], [0.871, -0.217, 0.193], [0.035, 0.697, 0.776], [0.211, 0.224, 0.279], [-0.616, -0.385, -0.097], [0.078, -0.216, 0.292], [0.532, -0.130, 0.095], [-0.056, -0.089, 0.262], [0.095, 0.283, -0.182], [-0.455, 0.302, 0.033], [-0.482, -0.630, -0.491], [-0.947, -1.165, -1.297]],
  "homo_lumo_gap_ev": 10.356,
  "e_homo_ev": -9.62,
  "smiles": "F[C@H](CS)CCl",
  "lumo_energy_ev": 0.7,
  "e_above_lowest_kcal_mol": 4.7,
  "e_tot_ev": -29283.2380,
  "multiplicity": 1
}

No. 3
{
  "formula": "C23H16ClN5O3",
  "method": "ωB97M-V with the def2-TZVPD basis set",
  "species": ["O", "C", "N", "N", "C", "C", "C", "C", "C", "C", "C", "H", "H", "Cl", "N", "O", "O", "H", "H", "H", "C", "C", "C", "N", "N", "H", "C", "C", "C", "C", "C", "C", "C", "C", "C", "C", "C", "H", "H", "C", "H", "H", "H", "H", "H", "H", "H", "H"],
  "xyz": [[0.0102, -5.8762, -0.1349], [-0.1902, -4.6821, -0.2152], [-1.4264, -4.2033, -0.6057], [-1.7582, -2.9306, -0.4363], [-2.8951, -2.4680, -0.7705], [-3.1810, -1.0690, -0.5161], [-2.3765, -0.3373, 0.3540], [-2.6098, 1.0100, 0.5824], [-3.6791, 1.6560, -0.0479], [-4.5004, 0.9159, -0.8949], [-4.2570, -0.4214, -1.1288], [-4.9018, -0.9710, -1.7981], [-5.3341, 1.4091, -1.3681], [-4.0501, 3.3102, 0.2227], [-1.7129, 1.6855, 1.4999], [-1.5857, 2.8822, 1.4027], [-1.1433, 0.9891, 2.3095], [-1.5602, -0.8245, 0.8657], [-3.6706, -3.0730, -1.2507], [-2.1152, -4.8969, -0.9106], [0.8042, -3.6514, 0.0672], [0.9832, -2.3703, -0.4289], [2.1325, -1.8772, 0.2192], [2.6168, -2.8135, 1.0400], [1.8298, -3.8621, 0.9295], [1.9994, -4.6997, 1.4657], [2.8068, -0.5910, 0.0920], [4.1528, -0.5451, 0.4130], [4.9329, 0.6169, 0.3290], [4.3368, 1.7723, -0.0946], [2.9690, 1.7478, -0.4132], [2.1556, 0.6041, -0.3326], [0.7981, 0.8111, -0.6620], [0.3500, 2.0449, -1.0626], [1.1915, 3.1680, -1.1498], [2.5059, 3.0139, -0.8125], [3.6470, 3.9905, -0.7705], [3.4274, 4.8071, -0.0805], [3.8168, 4.4310, -1.7548], [4.8671, 3.1624, -0.2990], [5.6659, 3.1662, -1.0435], [5.2844, 3.5569, 0.6292], [0.7878, 4.1193, -1.4620], [-0.6934, 2.1671, -1.3223], [0.0926, 0.0009, -0.5890], [5.9794, 0.5796, 0.5938], [4.6164, -1.4621, 0.7435], [0.4024, -1.9063, -1.1957]],
  "forces_ev_per_angstrom": [[0.061, 0.069, 0.050], [-0.222, -0.178, -0.019], [-0.490, -0.909, -0.425], [-0.347, 0.859, 0.166], [0.215, -0.865, -0.176], [-0.172, 0.893, 0.172], [-0.094, 0.060, -0.008], [-0.634, -0.513, -0.729], [0.202, -0.138, 0.103], [0.096, 0.195, 0.122], [0.305, -0.187, 0.173], [-0.089, -0.051, -0.078], [-0.066, 0.080, -0.022], [-0.335, 0.093, -0.153], [0.193, 0.142, 0.350], [0.198, 0.289, -0.039], [0.213, -0.207, 0.290], [0.027, 0.021, 0.039], [0.062, -0.056, 0.005], [0.278, 0.174, 0.158], [0.516, 0.570, -0.019], [0.180, -0.383, 0.208], [-0.398, -0.688, -0.003], [0.453, 0.273, 0.359], [-0.527, -0.224, -0.319], [0.019, 0.117, -0.061], [0.544, 0.242, 0.082], [-0.322, -0.147, -0.083], [0.004, 0.361, -0.058], [-0.025, -0.267, 0.062], [-0.055, -0.158, 0.011], [0.367, 0.185, 0.063], [-0.265, -0.027, -0.084], [-0.133, -0.235, -0.011], [0.283, 0.138, 0.032], [-0.247, -0.072, -0.060], [0.025, 0.241, -0.053], [0.025, 0.033, -0.047], [0.004, 0.046, 0.043], [0.228, 0.105, 0.025], [0.019, 0.038, 0.046], [0.045, 0.021, -0.041], [-0.028, 0.113, -0.029], [-0.084, -0.027, 0.017], [-0.059, -0.050, -0.022], [0.104, -0.002, 0.023], [0.038, -0.076, 0.002], [-0.113, 0.102, -0.059]],
  "homo_lumo_gap_ev": 6.989,
  "e_homo_ev": -7.59,
  "smiles": "O=C(N/N=C/c1ccc(Cl)c([N+](=O)[O-])c1)c1cc(-c2ccc3c4c(cccc24)CC3)n[nH]1",
  "lumo_energy_ev": -0.6,
  "e_tot_ev": -50223.1372,
  "multiplicity": 1
}

No. 4
{
  "formula": "C9H10FN3O2",
  "method": "ωB97M-V with the def2-TZVPD basis set",
  "species": ["C", "C", "C", "C", "C", "C", "C", "C", "C", "N", "N", "N", "O", "O", "F", "H", "H", "H", "H", "H", "H", "H", "H", "H", "H"],
  "xyz": [[2.6014, -1.3843, 0.8565], [1.3703, -1.2202, 0.4701], [-0.3953, -0.1192, -0.2589], [-3.5976, -1.0717, 0.3767], [3.6675, -0.3600, 0.6059], [1.8840, 0.9849, -0.2876], [-1.1484, 1.1387, -0.3921], [-2.6050, 0.9572, -0.5379], [-3.0197, 0.0673, 0.5393], [3.1164, 0.7032, 0.0605], [0.9191, -0.0919, 0.0120], [5.0921, -0.4707, 0.6615], [1.4728, 2.0265, -0.7009], [-2.9440, 0.5970, 1.7212], [-3.9102, -1.8447, -0.8166], [2.8352, -2.4107, 1.4310], [0.6031, -1.9687, 0.6102], [-1.1201, 1.4862, 0.6581], [-0.7731, 1.6834, -1.1910], [-2.9484, 1.9692, -0.2487], [-2.9464, 0.7206, -1.5389], [-4.3505, -1.4997, 1.0901], [5.5570, -1.2661, 1.1752], [5.6692, 0.1935, 0.1733], [-3.4575, 0.1135, 2.2803]],
  "forces_ev_per_angstrom": [[5.311, -3.770, 3.071], [-0.056, -2.857, 1.367], [-1.109, -0.366, 0.405], [-4.106, -4.709, -0.810], [-1.257, 0.016, -1.555], [-1.569, -0.517, 1.433], [1.202, -1.678, 0.801], [-0.226, 1.038, -0.132], [-0.991, -0.045, -3.455], [4.613, 0.437, 0.185], [-1.821, 3.452, -2.709], [-2.674, -1.720, 1.337], [-0.159, 0.706, -0.681], [2.296, 3.464, 0.594], [1.275, 2.175, 1.423], [-0.321, 2.442, -1.563], [0.166, -0.106, -0.029], [1.137, 0.929, -0.442], [1.071, 2.073, -0.823], [-0.656, -0.492, -0.426], [-0.102, -0.393, 0.066], [1.446, 0.292, -0.052], [-1.062, 1.489, -1.060], [-0.321, 0.207, 0.106], [-2.089, -2.068, 2.952]],
  "homo_lumo_gap_ev": 7.652,
  "e_homo_ev": -8.00,
  "lumo_energy_ev": -0.3,
  "e_above_lowest_kcal_mol": 102.4,
  "e_tot_ev": -20772.1411,
  "multiplicity": 1
}